The following is a DFT calculation (ωB97M-V/def2-TZVPD) of a 2-piece molecular cluster, C12H30N3O2Si overall in a non-equilibrium geometry.

```
48
Properties=species:S:1:pos:R:3:forces:R:3
N -1.68399 -4.70122 2.03388 1.8 1.0 -0.6
Si -1.90579 -3.12393 1.17091 0.0 -0.6 1.0
N -1.30523 -1.83322 2.27062 -0.8 0.2 -1.1
C -3.69581 -2.80256 0.53855 -1.6 0.5 0.1
C -4.67340 -2.35251 1.81205 -0.7 -0.6 -0.5
C -4.98367 -3.73208 2.64890 1.9 -0.7 5.8
O -4.58439 -3.84916 3.91768 -2.6 0.8 -8.1
O -5.66648 -4.86709 1.98732 3.3 2.1 0.3
H -1.01099 -5.27441 1.44497 -1.2 0.7 0.9
H -1.11104 -4.47122 2.89516 -1.1 -0.5 -1.1
H -1.02305 -3.13976 -0.01795 0.1 0.2 -0.1
H -0.81299 -1.08083 1.74139 -0.8 -0.7 0.9
H -2.03939 -1.45775 2.90934 1.1 -0.2 -0.7
H -3.66374 -1.95782 -0.28641 -0.1 -1.6 1.7
H -4.22285 -3.72661 0.04676 1.2 1.7 0.8
H -4.18094 -1.55254 2.51290 -0.9 -1.9 -1.2
H -5.69457 -1.87984 1.43724 2.1 -1.2 0.7
H -4.90475 -5.36050 1.52364 -1.6 0.9 1.0
C 4.38034 3.77148 -0.31047 0.1 0.2 0.2
C 4.38612 2.58726 -1.25596 0.2 0.1 -0.1
C 3.33086 2.66167 -2.35888 0.2 -0.4 0.0
C 1.85057 2.59029 -1.96760 0.2 -0.1 -0.3
N 1.35770 1.26498 -1.32599 -0.2 -0.3 0.0
C 1.38788 1.34815 0.21015 0.0 0.1 -0.2
C 0.06170 1.98663 0.57143 0.1 0.3 0.3
C -0.91602 1.31296 -0.36135 -0.7 -0.2 0.0
C -0.15411 1.06027 -1.65181 0.2 -0.1 -0.2
C 2.12352 0.04246 -1.81454 -0.2 0.5 0.1
H 3.42295 3.87670 0.20992 0.1 0.1 0.0
H 5.15981 3.64737 0.44800 -0.2 0.1 -0.1
H 4.58164 4.70724 -0.84593 -0.1 -0.2 0.1
H 4.29747 1.66648 -0.67668 0.0 -0.1 0.0
H 5.37235 2.54829 -1.73859 -0.3 -0.1 0.0
H 3.54606 1.88703 -3.10512 -0.1 0.1 0.1
H 3.47416 3.61113 -2.89114 -0.3 -0.1 0.1
H 1.27709 2.71909 -2.89100 0.0 -0.1 0.2
H 1.57511 3.41096 -1.29678 0.0 -0.3 0.0
H 1.44837 0.32630 0.60240 0.1 0.2 -0.2
H 2.25528 1.92161 0.53785 0.0 -0.2 -0.2
H 0.08076 3.06712 0.38958 0.1 -0.1 0.1
H -0.19830 1.83149 1.62207 0.2 0.1 -0.1
H -1.80930 1.92223 -0.53326 0.2 -0.2 0.0
H -1.25153 0.35966 0.06339 0.0 0.2 -0.1
H -0.45094 1.74459 -2.45185 0.3 -0.1 0.2
H -0.30671 0.03127 -1.99803 0.3 0.3 0.0
H 3.15688 0.09352 -1.46890 -0.2 0.1 -0.2
H 2.06739 0.01742 -2.90638 0.1 0.0 0.2
H 1.65596 -0.85258 -1.39146 0.0 0.3 -0.1
```
Forces are in eV/Å.

## Properties
* orbital gap: 9.5139 eV
* LUMO energy: -2.55 eV
* HOMO energy: -12.1 eV
* total charge: +1
* E: -1079.21356 a.u.

Mulliken atomic charges, in units of e: -0.648 0.557 -0.541 -0.693 -0.359 0.438 -0.510 -0.467 0.269 0.247 -0.240 0.080 0.312 0.281 0.379 0.222 0.332 0.350 -1.332 -0.283 -0.844 -0.520 0.503 -0.515 -0.780 0.037 -0.565 -1.256 0.272 0.363 0.382 0.178 0.450 0.318 0.509 0.289 0.351 0.447 0.210 0.265 0.476 0.368 -0.242 0.260 0.370 0.354 0.437 0.489